1.
Entry from OMol25: a 10-piece molecular cluster, C40H50F30O20 overall at a distorted geometry (ωB97M-V with the def2-TZVPD basis set).

Positions of all 140 atoms, in Å:
1 C 2.427 6.128 3.840
2 C 1.019 5.741 3.358
3 O 0.959 5.862 1.951
4 C 0.360 6.885 1.358
5 O -0.143 7.787 2.036
6 C 0.420 6.937 -0.132
7 F -0.810 7.096 -0.589
8 F 1.048 7.991 -0.618
9 F 0.823 5.790 -0.635
10 H 2.704 7.115 3.467
11 H 3.086 5.318 3.529
12 H 2.325 6.102 4.925
13 H 0.315 6.345 3.930
14 H 0.937 4.676 3.577
15 C 4.559 -1.374 3.525
16 C 4.775 -0.384 4.698
17 O 4.249 -0.744 5.980
18 C 4.792 -0.478 7.158
19 O 5.780 0.328 7.255
20 C 3.939 -0.895 8.397
21 F 4.447 -1.992 8.914
22 F 4.002 0.005 9.395
23 F 2.705 -1.111 8.081
24 H 5.224 -1.265 2.668
25 H 3.561 -1.271 3.101
26 H 4.723 -2.407 3.831
27 H 4.438 0.591 4.343
28 H 5.853 -0.228 4.715
29 C 0.446 -1.665 -2.015
30 C 1.115 -1.310 -0.737
31 O 0.982 0.076 -0.552
32 C 1.335 0.690 0.539
33 O 1.985 0.207 1.451
34 C 0.859 2.180 0.666
35 F -0.157 2.519 -0.138
36 F 0.510 2.563 1.927
37 F 1.880 2.922 0.241
38 H -0.629 -1.494 -1.976
39 H 0.668 -2.711 -2.227
40 H 0.709 -1.068 -2.889
41 H 2.136 -1.692 -0.735
42 H 0.720 -1.967 0.038
43 C 5.144 0.056 -4.217
44 C 5.479 -1.440 -4.520
45 O 4.331 -2.194 -4.721
46 C 3.783 -2.387 -5.948
47 O 4.354 -2.221 -7.033
48 C 2.311 -2.995 -5.942
49 F 2.004 -3.327 -4.730
50 F 1.523 -2.091 -6.328
51 F 2.203 -4.037 -6.744
52 H 4.551 0.463 -5.036
53 H 6.027 0.694 -4.250
54 H 4.666 0.188 -3.246
55 H 6.007 -1.951 -3.715
56 H 6.185 -1.537 -5.344
57 C 0.895 -2.279 3.773
58 C -0.218 -1.294 3.989
59 O -0.682 -1.301 5.280
60 C -1.647 -2.132 5.682
61 O -2.063 -3.066 4.965
62 C -2.239 -1.964 7.113
63 F -3.552 -1.737 6.994
64 F -2.102 -3.165 7.729
65 F -1.666 -0.996 7.837
66 H 1.375 -2.219 2.796
67 H 0.515 -3.295 3.880
68 H 1.623 -2.370 4.579
69 H -0.994 -1.479 3.246
70 H 0.204 -0.290 3.937
71 C -5.015 3.283 -5.532
72 C -4.440 2.281 -4.513
73 O -3.528 2.958 -3.611
74 C -2.377 3.515 -3.978
75 O -1.983 3.559 -5.119
76 C -1.575 4.104 -2.851
77 F -2.085 3.769 -1.640
78 F -0.254 3.724 -2.930
79 F -1.702 5.431 -2.888
80 H -4.244 3.720 -6.166
81 H -5.523 4.020 -4.909
82 H -5.822 2.942 -6.180
83 H -3.881 1.493 -5.017
84 H -5.214 1.824 -3.897
85 C -1.883 -0.365 -6.019
86 C -2.384 -1.301 -5.049
87 O -3.671 -1.689 -5.416
88 C -4.290 -2.725 -4.786
89 O -3.736 -3.436 -3.951
90 C -5.746 -2.845 -5.198
91 F -6.481 -2.601 -4.149
92 F -6.036 -1.983 -6.150
93 F -6.026 -4.104 -5.538
94 H -0.808 -0.409 -6.199
95 H -2.010 0.655 -5.656
96 H -2.357 -0.439 -6.998
97 H -2.400 -0.902 -4.035
98 H -1.716 -2.153 -4.927
99 C -0.723 -4.815 -3.581
100 C -1.195 -6.148 -4.129
101 O -0.821 -6.209 -5.471
102 C 0.391 -6.557 -5.905
103 O 1.309 -6.949 -5.151
104 C 0.491 -6.423 -7.422
105 F -0.373 -5.523 -7.924
106 F 1.782 -6.237 -7.768
107 F 0.225 -7.648 -7.824
108 H -1.089 -4.052 -4.268
109 H 0.361 -4.743 -3.664
110 H -1.040 -4.718 -2.543
111 H -2.284 -6.187 -4.131
112 H -0.819 -7.007 -3.573
113 C -2.351 -3.511 -0.150
114 C -3.239 -2.634 0.769
115 O -3.562 -1.446 0.129
116 C -2.763 -0.263 0.327
117 O -1.885 -0.212 1.205
118 C -3.022 0.847 -0.699
119 F -4.134 0.533 -1.357
120 F -3.217 1.987 -0.016
121 F -1.912 0.957 -1.433
122 H -1.442 -2.936 -0.326
123 H -2.862 -3.568 -1.111
124 H -2.143 -4.478 0.306
125 H -2.570 -2.528 1.623
126 H -4.159 -3.074 1.152
127 C -1.159 5.517 8.052
128 C 0.161 4.762 8.189
129 O -0.086 3.717 7.295
130 C 0.928 3.224 6.502
131 O 1.989 3.736 6.317
132 C 0.664 1.777 5.967
133 F 1.618 0.924 6.430
134 F -0.621 1.412 6.226
135 F 0.722 1.807 4.636
136 H -2.040 4.924 7.806
137 H -1.031 6.085 7.131
138 H -1.341 6.160 8.914
139 H 0.346 4.314 9.165
140 H 0.987 5.425 7.933

Its spin multiplicity is 1. As for the gap between HOMO and LUMO: 11.090 eV. The calculation puts the HOMO energy at -11.0 eV. As for the SMILES: CCOC(=O)C(F)(F)F.CCOC(=O)C(F)(F)F.CCOC(=O)C(F)(F)F.CCOC(=O)C(F)(F)F.CCOC(=O)C(F)(F)F.CCOC(=O)C(F)(F)F.CCOC(=O)C(F)(F)F.CCOC(=O)C(F)(F)F.CCOC(=O)C(F)(F)F.CCOC(=O)C(F)(F)F. The value obtained for the relative energy (zero: lowest compared OMol25 entry of this formula, charge and spin) is 136.8 kcal per mole. As for the total energy: -6054.96006 hartree. For the LUMO energy, the calculation gives 0.077 eV.

2.
Entry from OMol25: one molecule with the formula C14H26N2OSi (ωB97M-V with the def2-TZVPD basis set).

Positions of all 44 atoms, in Å:
1 C 2.833 -0.677 3.397
2 C 2.682 -0.653 1.885
3 O 1.355 -0.862 1.451
4 C 0.466 0.193 1.778
5 Si -1.058 0.208 0.632
6 C -2.588 0.152 1.774
7 N -3.527 1.276 1.567
8 C -1.162 1.780 -0.393
9 C 0.108 2.561 -0.771
10 C 1.021 2.034 -1.900
11 C 2.177 1.211 -1.321
12 C 0.273 1.313 -3.021
13 C -1.038 -1.361 -0.429
14 C -2.069 -2.302 -0.429
15 C -1.973 -3.413 -1.258
16 C -0.863 -3.557 -2.057
17 C 0.112 -2.566 -2.017
18 N 0.030 -1.503 -1.231
19 H 3.894 -0.726 3.657
20 H 2.423 0.225 3.858
21 H 2.331 -1.549 3.819
22 H 3.263 -1.460 1.434
23 H 3.058 0.298 1.479
24 H 0.106 0.088 2.813
25 H 0.995 1.156 1.734
26 H -2.227 0.206 2.805
27 H -3.086 -0.821 1.706
28 H -4.206 1.058 0.851
29 H -4.040 1.474 2.414
30 H -1.778 2.431 0.236
31 H -1.774 1.583 -1.279
32 H -0.208 3.576 -1.039
33 H 0.731 2.680 0.122
34 H 1.464 2.925 -2.361
35 H 1.825 0.466 -0.607
36 H 2.891 1.866 -0.812
37 H 2.715 0.682 -2.112
38 H -0.345 2.009 -3.597
39 H 0.992 0.870 -3.715
40 H -0.364 0.510 -2.650
41 H -2.933 -2.172 0.208
42 H -2.762 -4.156 -1.265
43 H -0.741 -4.411 -2.712
44 H 0.996 -2.641 -2.644

Its spin multiplicity is 1. As for the gap between HOMO and LUMO: 9.742 eV. The calculation puts the HOMO energy at -9.0 eV. As for the SMILES: CCOC[Si@@](CN)(CCC(C)C)c1ccccn1. As for the total energy: -1023.27565 hartree. For the LUMO energy, the calculation gives 0.790 eV.

3.
Entry from OMol25: C12H26B3BrO12 as an isolated structure at a distorted geometry (ωB97M-V with the def2-TZVPD basis set).

Positions of all 54 atoms, in Å:
1 C -5.120 2.040 1.482
2 C -3.786 1.350 1.739
3 C -2.757 1.704 0.638
4 Br -0.995 2.043 1.372
5 B -2.704 0.621 -0.495
6 O -1.589 0.355 -1.276
7 B -1.909 0.584 -2.609
8 O -3.132 0.150 -3.075
9 B -4.166 0.232 -2.163
10 O -3.869 -0.056 -0.841
11 H -5.378 2.003 0.425
12 H -5.069 3.092 1.762
13 H -5.917 1.589 2.066
14 H -3.374 1.692 2.684
15 H -3.928 0.273 1.779
16 H -3.109 2.622 0.163
17 H -1.157 1.192 -3.296
18 H -5.239 0.633 -2.474
19 C 4.996 -2.963 -1.136
20 O 3.714 -2.955 -0.505
21 C 3.032 -1.821 -0.668
22 O 3.409 -0.860 -1.288
23 O 1.871 -1.937 -0.035
24 C 1.028 -0.780 -0.127
25 H 5.433 -3.935 -0.931
26 H 4.897 -2.828 -2.210
27 H 5.635 -2.184 -0.723
28 H 0.779 -0.571 -1.162
29 H 1.515 0.083 0.320
30 H 0.126 -1.015 0.426
31 C 8.873 -6.924 -3.946
32 O 8.186 -5.675 -3.830
33 C 6.972 -5.668 -4.376
34 O 6.441 -6.593 -4.931
35 O 6.445 -4.457 -4.201
36 C 5.129 -4.305 -4.738
37 H 9.834 -6.782 -3.462
38 H 8.319 -7.715 -3.443
39 H 9.020 -7.185 -4.992
40 H 4.438 -4.995 -4.257
41 H 5.131 -4.470 -5.813
42 H 4.830 -3.283 -4.526
43 C -6.690 6.892 5.201
44 O -5.333 6.765 5.631
45 C -4.732 5.648 5.226
46 O -5.232 4.783 4.555
47 O -3.485 5.654 5.689
48 C -2.727 4.497 5.328
49 H -7.043 7.837 5.601
50 H -6.749 6.906 4.114
51 H -7.295 6.077 5.593
52 H -2.645 4.415 4.246
53 H -3.184 3.597 5.735
54 H -1.739 4.631 5.757

Its spin multiplicity is 1. As for the gap between HOMO and LUMO: 10.655 eV. The calculation puts the HOMO energy at -10.2 eV. The value obtained for the relative energy (zero: lowest compared OMol25 entry of this formula, charge and spin) is 17.0 kcal per mole. As for the total energy: -4024.55947 hartree. For the LUMO energy, the calculation gives 0.429 eV.

4.
Entry from OMol25: one molecule with the formula C3H8N4 at a distorted geometry (ωB97M-V with the def2-TZVPD basis set).

Positions of all 15 atoms, in Å:
1 H -0.356 -1.905 -2.227
2 N -0.164 -1.423 -1.352
3 N -0.500 -2.162 -0.379
4 N -0.698 -1.465 0.707
5 C -0.303 0.118 0.431
6 C -1.484 0.884 -0.054
7 N 0.739 0.494 0.984
8 C 1.915 0.984 0.335
9 H -0.527 -1.995 1.554
10 H -2.224 0.945 0.749
11 H -1.193 1.885 -0.379
12 H -1.940 0.365 -0.897
13 H 2.554 0.144 0.043
14 H 2.523 1.554 1.038
15 H 1.658 1.577 -0.553

Its spin multiplicity is 1. As for the gap between HOMO and LUMO: 8.713 eV. The calculation puts the HOMO energy at -7.9 eV. As for the SMILES: [H]/N=N/N/C(C)=N/C. The value obtained for the relative energy (zero: lowest compared OMol25 entry of this formula, charge and spin) is 105.4 kcal per mole. As for the total energy: -337.98581 hartree. For the LUMO energy, the calculation gives 0.838 eV.

5.
Entry from OMol25: one molecule with the formula C4HF6N at a distorted geometry (ωB97M-V with the def2-TZVPD basis set).

Positions of all 12 atoms, in Å:
1 F -1.309 1.156 1.687
2 C -0.340 0.345 1.283
3 C -0.011 0.073 0.018
4 N 1.134 -0.711 -0.085
5 F 1.124 -1.594 -1.175
6 C 1.426 -1.342 1.162
7 F 2.730 -1.364 1.423
8 F 0.965 -2.595 1.260
9 C 0.572 -0.334 2.264
10 F 1.459 0.465 2.875
11 F -0.028 -1.065 3.210
12 H -0.482 0.422 -0.883

Its spin multiplicity is 1. As for the gap between HOMO and LUMO: 10.596 eV. The calculation puts the HOMO energy at -10.0 eV. As for the SMILES: FC1=CN(F)C(F)(F)C1(F)F. As for the total energy: -806.87115 hartree. For the LUMO energy, the calculation gives 0.614 eV.

6.
Entry from OMol25: C6H10O as an isolated structure at a distorted geometry (ωB97M-V with the def2-TZVPD basis set).

Positions of all 17 atoms, in Å:
1 O -1.387 -1.064 0.561
2 C -1.759 0.224 0.413
3 C -1.376 1.181 -0.570
4 C -0.066 0.909 -1.437
5 C 0.591 -0.165 -0.610
6 C 1.790 -0.077 0.052
7 C 2.092 -0.878 1.273
8 H -2.734 0.462 0.822
9 H -2.343 1.623 -1.014
10 H -0.763 0.863 0.697
11 H -0.304 0.396 -2.495
12 H 0.825 1.551 -1.571
13 H -0.157 -1.026 -0.372
14 H 2.503 0.768 -0.283
15 H 3.270 -0.815 1.541
16 H 1.688 -1.952 1.220
17 H 1.477 -0.525 2.237

Its spin multiplicity is 1. As for the gap between HOMO and LUMO: 7.623 eV. The calculation puts the HOMO energy at -8.2 eV. The value obtained for the relative energy (zero: lowest compared OMol25 entry of this formula, charge and spin) is 158.2 kcal per mole. As for the total energy: -309.59028 hartree. For the LUMO energy, the calculation gives -0.610 eV.

Look up the gap between HOMO and LUMO of the fourth one. 8.713 eV

spin multiplicity of number 1 (C40H50F30O20)? 1